No. 1
A molecular structure, C32H40GeN4O2Tc. Source: the Open Molecules 2025 dataset; level of theory: wB97M-V/def2-TZVPD.

Structure (XYZ):
```
80
Properties=species:S:1:pos:R:3:forces:R:3
Tc -0.60646 1.44878 0.43575 1.4 1.1 -2.2
C 2.67334 -6.16962 -1.07485 0.3 0.2 0.0
O 1.45474 -6.86122 -0.96655 -0.4 -0.1 0.2
C 0.50694 -6.38112 -0.11865 -0.3 -0.2 -0.1
C 0.63004 -5.23152 0.65955 0.5 -0.2 -0.2
C -0.41306 -4.81922 1.45585 -0.6 -0.4 0.0
C -1.62326 -5.54492 1.49435 1.8 0.8 -1.9
C -1.72056 -6.72692 0.72825 -0.2 0.6 0.4
C -0.67986 -7.12562 -0.06435 0.5 0.0 -0.2
N -2.70236 -5.15442 2.19135 -0.8 -0.9 2.4
N -2.86236 -4.11312 2.88315 -2.6 -1.7 0.4
C -2.73976 -2.83142 2.60275 1.5 2.4 -0.5
C -2.84666 -1.90292 3.67085 -0.1 -1.6 -0.8
C -2.50716 -0.58032 3.53465 0.6 1.3 -1.0
C -2.02776 -0.09372 2.30635 -0.6 -1.3 1.0
O -1.63116 1.12458 2.07635 0.2 1.0 0.4
C -1.97986 -0.98882 1.20365 -0.3 -0.5 -0.1
N -1.49126 -0.44162 0.05855 0.0 -0.6 0.0
C -1.50786 -1.17952 -1.04485 0.3 0.8 0.2
C -2.05306 -2.45072 -1.08395 -0.4 -0.8 0.6
C -2.52696 -3.03512 0.08345 0.2 0.4 -0.8
C -2.43266 -2.32252 1.28025 0.2 0.4 0.7
H 3.26204 -6.71252 -1.81355 0.0 0.1 0.1
H 3.21144 -6.15262 -0.12155 0.0 0.0 0.0
H 2.52584 -5.14172 -1.42105 0.0 0.0 0.0
H 1.53934 -4.65212 0.64115 0.1 0.0 0.0
H -0.31216 -3.92372 2.05025 0.0 0.1 0.1
H -2.64626 -7.27972 0.76435 -0.1 -0.1 0.0
H -0.74816 -8.01352 -0.67405 0.0 -0.1 0.0
H -3.16586 -2.28142 4.62995 0.0 -0.2 0.1
H -2.57586 0.09638 4.37385 0.0 0.1 0.0
H -1.09896 -0.72072 -1.93365 0.0 0.1 0.0
H -2.09676 -2.98712 -2.01705 0.0 0.0 -0.1
H -2.98626 -4.00882 0.04695 0.0 -0.1 0.0
C 2.24104 -0.72402 -1.21275 0.0 0.0 0.1
C 2.82434 -0.57162 0.19395 -0.3 0.0 0.0
C 1.86664 -1.09882 1.26465 0.1 0.1 -0.1
C 3.25084 0.86178 0.44255 -0.2 0.1 -0.1
C 4.56034 1.07908 0.83845 0.1 0.1 0.0
C 5.07054 2.35018 1.02725 -0.1 0.0 0.1
C 4.26524 3.43578 0.74285 0.1 -0.1 0.0
C 2.95374 3.27988 0.33095 -0.2 -0.1 -0.1
C 2.19674 4.52278 -0.07555 -0.1 -0.1 0.0
C 1.13574 4.91428 0.95315 0.1 0.0 -0.1
C 1.63344 4.35398 -1.48585 0.0 0.1 0.0
C 2.39104 1.97818 0.25025 2.0 -0.1 0.6
N 1.06034 1.82028 0.06545 -3.0 -0.2 0.2
H 2.00314 -1.76562 -1.42175 0.0 -0.1 0.0
H 2.96174 -0.37652 -1.95005 0.0 0.0 -0.1
H 1.33184 -0.13112 -1.30915 0.0 0.0 -0.1
H 3.72814 -1.19152 0.24265 0.0 0.2 0.0
H 0.96364 -0.48832 1.30515 0.0 -0.1 0.1
H 2.33944 -1.08092 2.24415 0.0 0.0 0.1
H 1.57864 -2.12352 1.03715 -0.1 -0.2 0.0
H 5.19934 0.22428 1.00055 0.1 -0.2 0.0
H 6.08084 2.49728 1.37735 0.1 0.0 0.0
H 4.66134 4.43748 0.83455 0.0 0.1 0.0
H 2.92514 5.34288 -0.11405 0.0 -0.2 0.0
H 0.42314 4.09868 1.10765 0.0 0.2 0.0
H 0.60084 5.79498 0.60535 -0.1 0.1 0.1
H 1.61644 5.14938 1.90305 -0.1 0.0 0.1
H 0.80394 3.64498 -1.47875 0.0 0.1 -0.2
H 2.41234 3.98248 -2.15005 0.0 -0.1 -0.1
H 1.30304 5.31238 -1.88055 -0.1 0.1 0.0
C -1.74476 5.54028 -1.01355 -0.2 -0.5 -0.2
Ge -2.47716 3.86308 -1.79275 -0.1 0.1 -0.1
C -2.19206 3.92308 -3.76365 -0.1 0.0 0.6
C -4.42976 3.91658 -1.37195 0.6 -0.1 -0.1
C -1.74656 2.06838 -1.30035 0.0 0.3 0.6
H -2.36546 6.36908 -1.34405 -0.2 0.1 -0.1
H -0.73266 5.72608 -1.34695 0.2 0.0 0.0
H -1.75526 5.51928 0.07065 0.0 0.0 0.2
H -2.51366 4.85518 -4.21315 -0.1 0.2 0.0
H -2.72906 3.11078 -4.24315 -0.1 -0.2 -0.1
H -1.13466 3.78968 -3.97045 0.2 0.0 0.0
H -4.89526 4.79548 -1.81225 0.0 0.1 -0.1
H -4.58576 3.95668 -0.29655 0.0 0.0 0.1
H -4.93806 3.03488 -1.75245 0.0 -0.1 -0.1
H -1.30856 1.68508 -2.22925 0.1 0.0 0.1
H -2.65596 1.47608 -1.14615 -0.1 -0.1 -0.1
```
Forces are in eV/Å.

## Properties
2S+1: 2
Calculated total energy in Eh: -3770.4551
Expectation value of S²: 0.76
Net charge: 0
Orbital gap (alpha / beta) in Eh: 0.1939 / 0.1938

Atomic partial charges in e from the Löwdin method, atoms 1 to 2: 1.365 -0.085


No. 2
5 unconnected molecules or ions with the total composition C22H37F12NO10P. Source: the Open Molecules 2025 dataset; level of theory: wB97M-V/def2-TZVPD.

Structure (XYZ):
```
83
Properties=species:S:1:pos:R:3:forces:R:3
C 0.31339 1.33319 4.72106 -0.1 -0.2 0.0
O 1.37279 0.40489 4.69437 0.0 0.2 0.0
C 1.03302 -0.80708 4.05300 0.0 -0.2 -0.3
C 1.18964 -0.71439 2.53971 0.4 0.9 0.5
C 2.55221 -0.14275 2.17765 -0.3 -0.3 -0.4
C 2.78258 0.00485 0.66502 0.2 0.0 0.6
C 2.61777 1.41979 0.16024 0.3 -0.4 0.3
N 1.17968 1.87622 -0.01969 0.4 0.7 -0.7
P 0.12482 0.79968 -0.99961 -1.6 -1.1 -0.3
O -0.34620 -0.38069 -0.29259 0.2 -0.3 0.6
H -0.40026 1.08290 5.50050 -0.2 -0.1 0.2
H 0.70038 2.32281 4.92018 0.2 0.2 0.1
H -0.23210 1.35173 3.77718 -0.1 0.1 -0.2
H 1.70441 -1.56089 4.44297 0.2 -0.2 0.2
H 0.00787 -1.10445 4.27270 -0.2 -0.1 0.3
H 0.43151 -0.02161 2.18541 -0.4 -0.1 -0.3
H 1.04317 -1.67890 2.07736 -0.2 -0.3 -0.2
H 3.32535 -0.78389 2.58096 0.2 -0.2 0.2
H 2.66891 0.82173 2.66112 0.1 0.2 0.2
H 2.20529 -0.72663 0.11041 -0.2 -0.1 -0.2
H 3.82248 -0.23460 0.48397 0.3 0.0 -0.3
H 3.14980 1.57044 -0.76652 -0.2 0.1 -0.5
H 3.05531 2.08569 0.88909 0.0 0.4 0.1
H 1.21748 2.77606 -0.51709 -0.1 0.1 0.1
H 0.74028 2.08650 0.87985 -0.1 -0.4 0.1
H 0.81330 0.50625 -2.17252 0.5 0.5 0.1
H -0.93996 1.65685 -1.32553 0.5 0.5 -0.1
C 1.10870 3.43281 -7.59384 0.4 -0.2 0.4
C 0.26084 4.06929 -6.51764 -0.2 0.1 -0.7
O 0.62826 3.57930 -5.19986 0.0 0.0 0.3
C 1.67429 4.15149 -4.63652 -0.4 0.1 -0.6
O 2.35900 5.02708 -5.06439 0.1 0.0 0.3
C 1.88927 3.53286 -3.24591 0.4 -0.1 0.3
F 1.77316 2.18243 -3.25432 0.1 0.4 -0.1
F 0.95806 3.97649 -2.35663 0.1 -0.1 -0.1
F 3.08253 3.82779 -2.74546 -0.2 0.0 -0.1
H 1.04882 2.34549 -7.53455 -0.1 0.0 -0.1
H 0.77026 3.74581 -8.56972 -0.1 0.0 -0.1
H 2.15746 3.71093 -7.48917 0.0 0.1 0.0
H -0.78445 3.79917 -6.64373 0.0 -0.1 0.2
H 0.32661 5.15548 -6.53813 0.1 0.0 0.2
C 0.13775 -1.01550 7.71654 0.0 -0.3 0.1
C -1.36657 -0.84426 7.70089 0.3 0.4 0.0
O -2.03549 -2.11627 7.63187 -0.1 -0.1 0.0
C -2.17362 -2.76669 8.78324 0.2 0.4 -0.1
O -1.80175 -2.40379 9.85718 -0.1 -0.1 0.0
C -2.93838 -4.07727 8.53936 -0.3 -0.5 0.1
F -2.47053 -4.71562 7.44745 0.0 0.3 0.4
F -4.24335 -3.82457 8.34364 0.3 0.0 0.0
F -2.82683 -4.89843 9.58175 0.0 0.2 -0.2
H 0.46582 -1.60553 6.86027 0.0 0.1 -0.1
H 0.63534 -0.04687 7.68432 0.0 0.0 0.0
H 0.45825 -1.53767 8.61691 0.0 0.1 0.1
H -1.68471 -0.30668 6.80990 -0.1 -0.1 -0.1
H -1.71604 -0.28345 8.56631 0.0 -0.1 0.1
C 1.01577 8.25854 -12.90754 -0.1 -0.3 -0.1
C 0.60154 8.09853 -11.46142 0.2 0.5 -0.1
O -0.20265 6.91306 -11.27602 -0.1 -0.2 0.1
C 0.45728 5.77304 -11.15726 0.1 0.5 -0.1
O 1.64244 5.61844 -11.17876 0.0 -0.2 0.1
C -0.53895 4.62410 -10.93175 -0.3 -0.4 -0.2
F -1.58625 4.70526 -11.75799 0.2 0.0 0.2
F -1.00263 4.66264 -9.65931 0.0 0.1 -0.3
F 0.05081 3.44094 -11.11301 -0.1 0.3 0.1
H 0.14042 8.25593 -13.55690 0.0 0.1 0.0
H 1.55073 9.19714 -13.04290 0.0 0.0 0.0
H 1.66533 7.44300 -13.22306 0.1 0.0 0.0
H -0.03129 8.92643 -11.15101 -0.2 -0.1 0.0
H 1.46290 8.06912 -10.79611 0.0 -0.2 0.0
C -3.37060 -7.37612 6.04463 -0.2 -0.3 -0.2
C -2.17577 -8.22164 6.42573 0.0 0.5 0.2
O -2.44150 -9.62424 6.23360 0.1 -0.2 -0.1
C -2.29836 -10.07659 4.99545 0.1 0.4 0.2
O -1.97274 -9.44155 4.03591 0.0 -0.1 -0.1
C -2.57418 -11.58921 4.96313 -0.1 -0.3 -0.1
F -3.67425 -11.89585 5.66665 0.2 0.0 -0.2
F -1.53249 -12.25127 5.49604 -0.2 0.1 -0.1
F -2.74326 -12.00586 3.70765 0.0 0.1 0.3
H -4.25680 -7.69817 6.59261 0.0 0.0 0.1
H -3.17967 -6.33197 6.26830 0.0 -0.1 0.0
H -3.59269 -7.46651 4.98143 0.1 0.0 0.0
H -1.95315 -8.11062 7.48481 0.0 -0.2 0.0
H -1.28563 -7.93408 5.86813 0.0 -0.1 -0.1
```
Forces are in eV/Å.

## Properties
Calculated total energy in Eh: -3207.1936
Net charge: +1
Orbital gap in Eh: 0.3328

Atomic partial charges in e from the Löwdin method, atoms 1 to 2: -0.095 -0.190